1.
75
Properties=species:S:1:pos:R:3:forces:R:3 method="wB97M-V/def2-TZVPD" orbital_gap_ev="5.50 / 2.65" total_charge=+2 multiplicity=4 e_lumo_ev="-7.2927 / -10.1421" e_homo_ha="-0.4700 / -0.4701" e_above_lowest_kj_mol=0.0
Re 0.01091 0.52700 2.56208 -1.3 2.0 2.9
C -1.90669 1.73282 -4.37976 -0.3 -0.6 0.2
C -2.02015 0.43897 -4.04513 -0.4 0.7 -0.7
C -1.17245 -0.64798 -4.64344 0.0 -0.4 0.0
C 0.32729 -0.30468 -4.85376 0.0 -0.4 -0.2
C 0.94616 0.49509 -3.73452 -0.1 0.1 -0.2
C 0.98892 1.82726 -3.73230 0.4 -0.2 -0.3
C 0.44212 2.64657 -4.88098 -0.2 0.7 0.1
C -0.98297 2.29278 -5.42092 0.3 0.3 -0.1
C 1.47911 0.87810 4.03302 0.7 0.2 0.4
H -2.53330 2.47844 -3.89529 -0.1 -0.2 0.0
H -2.87993 0.10782 -3.44956 0.5 0.3 -0.1
H -1.61205 -0.95329 -5.61418 0.2 0.0 0.4
H -1.22521 -1.53410 -3.99082 -0.1 0.1 -0.2
H 0.87787 -1.25979 -4.92853 -0.2 0.4 -0.2
H 0.43542 0.20840 -5.82179 0.2 -0.2 0.5
H 1.39112 -0.09575 -2.93087 0.1 0.2 -0.1
H 1.52816 2.38759 -2.95379 -0.4 -0.4 -0.2
H 1.14536 2.61960 -5.72870 -0.1 0.1 0.3
H 0.38723 3.69608 -4.55103 0.2 -0.3 -0.1
H -1.42822 3.24390 -5.76228 0.2 -0.4 0.0
H -0.90225 1.64835 -6.31122 -0.2 0.1 0.4
H 0.89488 1.48329 4.73309 0.2 0.1 0.3
H 2.37948 1.43796 3.77375 0.0 -0.1 0.1
H 1.77141 -0.05754 4.52373 -0.1 0.2 0.2
P 1.62959 -0.36952 1.30866 2.7 1.0 -1.6
P -1.34067 -0.60180 1.16191 -4.0 0.4 -1.8
N 2.79107 0.85738 0.80223 -1.1 -1.6 0.4
N 2.82457 -1.53608 1.99387 -0.6 -0.7 -0.4
N -2.25731 0.70539 0.33697 0.8 -1.7 -0.1
N -2.71246 -1.56252 1.74187 1.2 0.2 -0.3
C 1.01910 -1.12240 -0.25155 0.1 -0.6 0.0
C -0.44650 -1.58716 -0.08618 -0.1 -0.5 -0.2
C 2.87716 2.16334 1.26537 0.9 0.9 -0.4
C 3.95212 2.77858 0.62633 -1.1 -0.8 0.4
C 4.52203 1.81829 -0.26374 -0.7 -1.3 0.2
C 3.80423 0.62830 -0.12279 0.5 1.3 -0.1
C 3.73963 -1.31600 3.03006 -1.1 -0.2 -1.2
C 4.49586 -2.48007 3.19304 0.1 -2.1 -1.1
C 3.99407 -3.45585 2.27755 1.5 1.0 1.8
C 2.95954 -2.85052 1.56787 -0.5 1.8 0.3
C -2.42225 2.03569 0.72942 -0.1 0.6 -0.9
C -3.08492 2.70799 -0.29790 0.4 -0.7 0.7
C -3.38746 1.76135 -1.32055 0.9 -1.1 0.8
C -2.83909 0.54816 -0.90905 -0.5 0.9 -0.5
C -3.96059 -1.71317 1.14022 -0.6 -0.6 0.3
C -4.70920 -2.62126 1.87711 0.9 0.8 -0.4
C -3.90135 -3.04321 2.97827 0.9 0.4 -0.3
C -2.67233 -2.41185 2.85434 -0.8 -0.3 0.0
H 1.66814 -1.96543 -0.52445 -0.3 0.3 -0.3
H 1.10408 -0.37583 -1.06171 0.1 0.0 0.6
H -1.00487 -1.58299 -1.03418 0.4 0.0 0.2
H -0.47421 -2.62042 0.29460 -0.1 0.2 -0.1
H 2.17766 2.54133 2.00538 0.3 0.0 -0.3
H 4.28472 3.79332 0.78817 -0.1 -0.1 -0.1
H 5.35866 1.94835 -0.93892 -0.1 0.0 0.2
H 3.90959 -0.34317 -0.58509 0.1 0.2 -0.1
H 3.72011 -0.39750 3.59646 0.2 0.1 -0.2
H 5.34083 -2.59674 3.86531 -0.3 0.0 -0.1
H 4.33492 -4.46955 2.13029 0.1 0.1 0.1
H 2.29163 -3.24411 0.81165 0.3 -0.1 0.1
H -2.04869 2.39435 1.67910 -0.2 0.0 -0.1
H -3.31487 3.76770 -0.32672 0.0 -0.3 0.2
H -3.90612 1.92563 -2.25684 0.1 0.0 0.3
H -2.79262 -0.40412 -1.42289 -0.1 0.2 0.1
H -4.21973 -1.16129 0.24614 0.0 -0.1 0.3
H -5.71352 -2.95304 1.64624 0.2 0.2 0.1
H -4.18996 -3.73668 3.76521 0.2 0.2 -0.3
H -1.77222 -2.50295 3.44376 -0.1 -0.1 -0.1
C -1.27762 -0.78145 5.34196 0.5 -0.3 0.6
C -1.09779 0.00217 4.11860 -1.5 2.3 -0.4
O -1.68232 1.10133 3.82743 1.8 -2.5 0.4
H -0.40378 -1.40581 5.55576 0.0 0.1 -0.3
H -2.11840 -1.47256 5.21354 -0.1 0.5 0.2
H -1.39065 -0.09046 6.19108 -0.4 -0.2 -0.3

2.
75
Properties=species:S:1:pos:R:3:forces:R:3 method="wB97M-V/def2-TZVPD" orbital_gap_ev="5.68 / 2.99" total_charge=+2 multiplicity=5 e_lumo_ev="-6.9552 / -9.6437" e_homo_ha="-0.4643 / -0.4642" e_above_lowest_kj_mol=435.0
Ru -1.43186 3.41979 -1.76163 1.2 0.2 -0.1
C 2.30232 0.09432 -1.67102 0.4 -1.5 0.2
C 2.28939 1.27974 -2.24974 -1.9 1.1 0.0
C 1.98052 1.53453 -3.71691 1.0 0.0 0.0
C 0.54793 1.98658 -4.01735 -0.1 -0.6 -1.2
C -0.51972 1.01232 -3.59804 -0.7 0.7 0.3
C -0.28351 -0.18988 -3.04066 -0.8 -0.2 0.1
C 0.83620 -1.07772 -3.45159 1.5 -0.4 0.3
C 2.02107 -1.20753 -2.43958 0.3 0.2 0.3
C -2.51146 1.79730 -1.50040 -1.6 -0.7 0.8
H 2.56867 -0.02018 -0.60256 -0.4 0.2 -0.7
H 2.14911 2.17269 -1.61719 0.9 -0.2 -0.2
H 2.24198 0.63745 -4.30026 0.0 0.8 0.2
H 2.68592 2.31601 -4.03042 -0.3 -0.1 -0.2
H 0.41663 3.02892 -3.59806 -0.3 -1.1 0.0
H 0.34650 2.08367 -5.10035 0.8 0.4 0.0
H -1.56036 1.32852 -3.90479 1.0 -0.3 1.4
H -0.98053 -0.60647 -2.29322 -0.2 -0.2 -1.0
H 1.25897 -0.73876 -4.41201 -0.6 -0.4 0.4
H 0.43952 -2.09451 -3.62331 -0.1 0.5 0.1
H 1.83463 -2.02596 -1.72394 0.0 0.4 -0.2
H 2.92102 -1.51276 -2.99995 -0.3 0.0 0.2
H -2.16649 0.83697 -1.10285 0.2 0.6 -0.4
H -3.05492 1.60604 -2.42603 -0.1 0.1 0.0
H -3.19890 2.21758 -0.72507 0.0 -0.2 -0.4
P -2.16117 3.59235 -4.90912 -2.6 1.9 -4.1
P 1.10009 5.30799 -4.08612 2.6 1.6 -3.6
N -2.43571 2.39744 -6.31377 0.1 -0.9 0.5
N -3.54357 4.61546 -5.55107 0.7 -0.6 0.9
N 2.23910 4.80727 -5.67632 -1.3 0.0 1.0
N 1.73115 6.93011 -4.04510 -0.5 0.5 0.5
C -0.88783 4.51159 -5.84739 0.2 -0.4 0.2
C -0.42399 5.74187 -5.09089 0.3 0.0 0.3
C -3.19148 1.23823 -6.22553 0.8 1.7 0.1
C -3.41120 0.71865 -7.50146 0.8 0.6 -2.4
C -2.74666 1.57703 -8.42560 -1.3 -1.8 1.1
C -2.17268 2.59738 -7.66975 -0.2 0.3 1.2
C -4.70709 4.89647 -4.83836 -0.6 0.7 -1.0
C -5.51792 5.74226 -5.60204 1.1 -0.6 0.3
C -4.81011 6.02449 -6.82112 0.6 -1.3 0.7
C -3.64071 5.25830 -6.79183 -0.8 0.7 0.1
C 3.56029 4.32123 -5.72559 -0.3 0.8 -0.5
C 3.98341 4.27379 -7.05669 -0.6 -0.4 0.9
C 2.81707 4.50893 -7.87672 -0.5 0.8 1.3
C 1.81093 4.94346 -7.00578 0.4 -0.6 -0.3
C 2.63525 7.63744 -4.85686 0.0 0.5 0.5
C 2.61832 8.97088 -4.47231 -0.5 -1.1 0.1
C 1.61927 9.11397 -3.45019 -0.2 -0.8 -0.1
C 1.07054 7.86863 -3.22228 0.9 0.1 -0.4
H -1.18972 4.81499 -6.85033 -0.4 -0.1 0.5
H -0.05559 3.83377 -6.01943 0.1 -0.1 0.1
H -0.18470 6.57055 -5.78972 -0.1 -0.4 0.6
H -1.20577 6.10066 -4.39040 0.4 0.1 -0.3
H -3.56213 0.90443 -5.27977 -0.1 -0.2 0.3
H -3.97822 -0.16893 -7.74823 0.1 0.1 0.1
H -2.69097 1.48028 -9.50209 0.0 0.0 0.2
H -1.67147 3.47710 -8.03822 0.2 -0.3 0.1
H -4.86550 4.42974 -3.88184 -0.1 0.1 0.1
H -6.51163 6.08538 -5.34172 0.3 0.0 0.1
H -5.11961 6.69507 -7.61951 0.1 -0.4 0.2
H -2.94550 5.07511 -7.60062 -0.1 0.4 0.3
H 4.09857 4.07443 -4.81202 -0.1 0.4 -0.3
H 5.04386 4.17171 -7.34305 -1.0 -0.4 0.0
H 2.63862 4.31816 -8.93674 0.5 0.5 0.3
H 0.82508 5.35785 -7.25737 0.9 -0.3 0.1
H 3.21457 7.12289 -5.61577 -0.1 0.1 0.3
H 3.24434 9.75981 -4.86824 -0.1 -0.2 0.0
H 1.31569 10.02202 -2.95011 0.1 -0.1 -0.1
H 0.28301 7.52378 -2.56532 0.1 0.2 0.1
C -0.74302 1.63113 0.86317 -0.1 0.3 -0.7
C -0.71023 2.95015 0.01937 1.0 1.4 3.7
O -0.36905 4.04331 0.52498 -1.2 -3.2 -2.8
H -1.00816 0.75320 0.27027 0.1 0.4 0.1
H -1.52130 1.76479 1.63855 0.5 0.1 -0.3
H 0.22119 1.38590 1.31695 -0.1 0.6 0.1

3.
75
Properties=species:S:1:pos:R:3:forces:R:3 method="wB97M-V/def2-TZVPD" orbital_gap_ev="4.03 / 4.16" total_charge=+3 multiplicity=3 e_lumo_ev="-11.9345 / -11.8022" e_homo_ha="-0.5867 / -0.5867"
W -0.08309 -0.60249 -1.16751 1.2 2.3 5.5
P 2.25244 -1.22272 -1.08801 0.3 -1.6 -1.4
C 2.21239 -2.22490 -2.72038 0.2 3.1 -1.0
C 1.00211 -2.34432 -3.48822 0.3 1.5 -0.7
N -0.19057 -1.80864 -2.94712 0.5 0.0 -0.2
C -1.31068 -1.78685 -3.72216 -0.3 -0.2 -0.2
C -1.36408 -2.48178 -4.94606 -0.5 -0.2 0.4
C -0.18191 -2.99501 -5.49824 -0.5 -0.1 -0.2
C 1.01259 -2.69370 -4.88621 0.8 -0.2 1.6
C -2.47505 -1.03559 -3.11165 -1.3 0.4 0.0
P -2.10064 0.55840 -2.13208 -4.8 -1.9 -2.3
H 1.95556 -2.74221 -5.43899 -0.2 -0.5 0.5
H -2.31916 -2.67819 -5.46425 0.5 0.4 0.4
H -0.17783 -3.62629 -6.40291 -0.2 0.8 0.3
H -3.21110 -0.63332 -3.83946 0.5 -0.5 -0.1
H -3.09997 -1.65349 -2.42713 0.6 0.1 -0.2
H 3.06224 2.11577 -4.09271 1.4 -0.2 -1.1
H 3.11286 -2.06324 -3.30845 0.1 -0.9 -0.1
H 0.79216 3.88633 -2.88045 0.0 1.8 1.2
O 3.44379 1.82625 -4.97565 -3.1 0.4 1.3
H 2.55617 1.84275 -5.43757 1.7 -0.1 -0.2
H -0.96159 0.87645 -1.32107 1.9 1.3 0.0
O 0.71996 4.53942 -2.10900 0.1 -3.4 -0.2
H 0.79325 3.88190 -1.34992 -0.1 1.6 -1.0
C -2.35267 1.86287 -3.33057 1.2 0.6 -0.1
H -3.40219 2.11387 -3.52038 0.1 -0.4 0.4
H -1.86256 2.73635 -2.90860 0.0 0.5 -0.1
H -1.87012 1.62514 -4.27729 0.1 0.0 0.0
C -3.46304 0.78662 -0.96370 -0.4 -0.2 0.6
H -3.20628 1.58432 -0.25001 0.0 -0.2 -0.2
H -4.39424 1.08339 -1.48405 0.6 -0.1 0.0
H -3.67700 -0.12533 -0.38792 0.2 0.2 -0.1
C 2.37012 -2.85521 -0.33224 -0.2 -0.4 0.6
H 3.39993 -3.10439 -0.59931 0.1 -0.4 0.4
H 2.14612 -2.95866 0.72357 0.2 0.1 0.2
H 1.71039 -3.48400 -0.94180 0.1 -0.2 0.5
C 3.62571 -0.13573 -0.54662 0.2 0.1 -0.9
H 3.52834 0.20987 0.48705 -0.5 -0.4 0.1
H 4.56869 -0.68351 -0.62310 -0.1 -0.1 -0.1
H 3.68595 0.76203 -1.16843 0.0 -0.2 -0.1
O 0.11672 0.40164 0.53116 -0.4 -2.5 -6.2
Si -0.16006 0.51758 2.13051 0.4 0.4 2.7
C -1.49872 -0.71022 2.37032 0.2 0.4 0.0
C -2.05097 -1.53398 1.39755 -0.6 -0.1 0.9
C -3.09798 -2.39506 1.74749 0.2 -0.2 -0.3
C -3.52782 -2.46088 3.08174 0.1 0.2 -0.1
C -2.93192 -1.65436 4.06302 0.2 -0.1 -0.1
C -1.90224 -0.78209 3.70488 -0.6 -0.6 -0.1
C 1.43092 -0.17386 2.79199 -0.4 0.0 -1.1
C 1.48986 -1.54578 3.01968 0.2 0.0 0.4
C 2.67851 -2.10956 3.47719 0.1 -0.1 0.1
C 3.82363 -1.31278 3.60331 -0.4 0.1 0.0
C 3.77982 0.03792 3.23117 0.2 0.0 0.0
C 2.58720 0.60173 2.78214 0.3 -0.1 0.4
C -0.46900 2.24306 2.72792 -0.5 -0.2 -1.1
C -1.61157 2.51200 3.48497 0.1 0.3 0.5
C -1.79933 3.78159 4.04543 0.0 0.0 -0.3
C -0.90368 4.81729 3.74549 0.4 -0.6 0.3
C 0.19978 4.56813 2.91340 -0.2 -0.4 -0.3
C 0.39073 3.28817 2.36587 -0.1 0.5 0.7
H -1.66199 -1.54119 0.34705 -0.2 0.0 0.2
H -3.54187 -3.03121 0.97543 0.0 0.1 0.4
H -4.32724 -3.15567 3.35360 0.3 0.3 -0.1
H -3.23559 -1.70470 5.10983 -0.1 -0.1 -0.4
H -1.40224 -0.15104 4.44257 -0.3 -0.3 0.0
H 0.58665 -2.14384 2.86305 0.3 0.0 0.4
H 2.67672 -3.15424 3.78653 0.2 0.2 -0.2
H 4.73681 -1.73851 4.01086 -0.1 0.1 -0.1
H 4.66486 0.66548 3.33182 -0.1 -0.2 -0.1
H 2.54424 1.63579 2.43169 0.1 -0.2 0.5
H -2.31615 1.69716 3.67595 0.1 0.5 0.1
H -2.64388 3.95175 4.71725 0.3 0.0 -0.3
H -1.00446 5.78485 4.23761 -0.1 -0.2 -0.3
H 0.91063 5.36046 2.68614 -0.2 -0.1 0.0
H 1.22266 3.08223 1.69394 0.0 0.3 0.2

In order of appearance, max |F| = 0.0852; 0.1013; 0.1296 hartree/bohr.